Record 1
ORCA calculation (the ωB97M-V functional and the def2-TZVPD basis) on C37H52BBrN7O2Ru as an isolated structure at a distorted geometry.

HOMO (spin up / spin down)   -11.22 / -11.22 eV
F_max   0.07806 hartree/bohr
Orbital gap (spin up / spin down)   6.06 / 6.01 eV
Total charge   +1
Relative energy (zero: lowest compared OMol25 entry of this formula, charge and spin)   1.030 eV

Structure (XYZ):
```
101
C37H52BBrN7O2Ru (the ωB97M-V functional and the def2-TZVPD basis)
Ru 0.432 0.213 -0.142
C -4.063 -2.477 1.595
C -3.012 -2.209 0.583
C -2.748 -2.923 -0.572
C -1.661 -2.288 -1.180
N -1.294 -1.257 -0.418
N -2.116 -1.203 0.649
B -2.166 0.001 1.604
N -0.993 0.012 2.605
N 0.327 -0.047 2.299
C 1.025 -0.051 3.443
C 0.119 0.021 4.505
C -1.143 0.058 3.946
C -2.426 0.127 4.686
C 2.519 -0.177 3.641
C 3.270 0.990 2.996
C 2.992 -1.509 3.046
C 2.855 -0.170 5.139
N -2.183 1.262 0.719
N -1.360 1.437 -0.338
C -1.776 2.510 -1.024
C -2.905 3.023 -0.382
C -3.131 2.217 0.716
C -4.209 2.371 1.724
C -1.212 3.082 -2.297
C -0.758 4.528 -2.040
C -0.057 2.255 -2.851
C -2.335 3.119 -3.345
C -1.062 -2.672 -2.504
C -0.472 -4.085 -2.397
C -2.176 -2.695 -3.564
C 0.011 -1.678 -2.943
H -4.548 -3.423 1.370
H -3.634 -2.527 2.595
H -4.817 -1.690 1.589
H -3.281 -3.779 -0.927
H -3.171 -0.050 2.209
H 0.336 0.045 5.552
H -2.212 0.146 5.752
H -2.977 1.027 4.427
H -3.055 -0.733 4.471
H 3.221 0.914 1.916
H 2.844 1.937 3.320
H 4.316 0.973 3.296
H 2.816 -1.516 1.976
H 4.056 -1.645 3.228
H 2.458 -2.342 3.503
H 2.563 0.767 5.605
H 2.380 -0.994 5.665
H 3.931 -0.279 5.256
H -3.497 3.861 -0.684
H -4.759 3.284 1.515
H -4.904 1.535 1.687
H -3.799 2.431 2.729
H 0.013 4.575 -1.274
H -0.356 4.950 -2.957
H -1.594 5.146 -1.721
H 0.834 2.328 -2.231
H -0.345 1.207 -2.928
H 0.203 2.605 -3.847
H -3.172 3.710 -2.989
H -1.962 3.578 -4.258
H -2.691 2.118 -3.576
H -1.239 -4.799 -2.104
H -0.071 -4.392 -3.360
H 0.331 -4.118 -1.664
H -2.955 -3.406 -3.303
H -2.631 -1.715 -3.682
H -1.754 -2.995 -4.521
H 0.687 -1.440 -2.113
H 0.602 -2.089 -3.758
H -0.452 -0.759 -3.297
C 1.206 2.132 0.401
H 0.518 2.934 0.137
H 2.157 2.301 -0.100
H 1.359 2.142 1.476
C 1.877 -4.931 1.152
C 0.814 -4.274 1.750
C 0.480 -3.004 1.305
N 1.118 -2.393 0.319
C 2.128 -3.025 -0.262
C 2.549 -4.286 0.126
H 2.181 -5.913 1.476
H 0.255 -4.723 2.555
H -0.331 -2.464 1.770
H 2.630 -2.518 -1.075
H 3.381 -4.754 -0.375
Br 6.883 1.612 -4.364
C 6.299 0.878 -2.701
C 7.235 0.556 -1.729
C 6.805 0.030 -0.523
C 5.455 -0.154 -0.284
C 4.527 0.186 -1.265
C 4.945 0.694 -2.488
C 3.069 0.089 -0.976
O 2.221 0.364 -1.853
O 2.699 -0.220 0.185
H 8.284 0.724 -1.916
H 7.528 -0.226 0.235
H 5.108 -0.547 0.658
H 4.214 0.946 -3.238
```

Record 2
ORCA calculation (the ωB97M-V functional and the def2-TZVPD basis) on a 5-piece molecular cluster, C18H28F4N3O12 overall at a distorted geometry.

HOMO   -12.31 eV
F_max   0.02129 hartree/bohr
Orbital gap   9.03 eV
Total charge   +1

Structure (XYZ):
```
65
C18H28F4N3O12 (the ωB97M-V functional and the def2-TZVPD basis)
N -1.609 1.264 1.888
C -1.452 2.519 1.158
C -2.642 3.509 1.249
C -4.004 2.836 1.206
C -4.125 2.018 -0.057
N -5.435 1.282 -0.103
C -6.430 1.693 0.938
C -6.389 3.182 1.317
N -5.079 3.813 1.131
H -1.845 1.421 2.860
H -2.281 0.643 1.461
H -1.251 2.310 0.111
H -0.587 3.011 1.588
H -2.580 4.286 0.492
H -2.566 3.992 2.223
H -4.077 2.212 2.102
H -3.274 1.381 -0.244
H -4.144 2.743 -0.861
H -5.812 1.331 -1.049
H -5.230 0.291 0.038
H -7.410 1.496 0.521
H -6.344 1.068 1.814
H -6.648 3.213 2.378
H -7.185 3.721 0.817
H -4.941 4.559 1.801
C 1.323 -1.779 1.459
C -0.007 -1.825 2.164
O 0.173 -2.859 3.112
C 1.508 -2.889 3.418
O 1.971 -3.449 4.352
O 2.218 -2.178 2.505
F -1.020 -2.175 1.316
H 1.376 -2.494 0.639
H 1.567 -0.796 1.086
H -0.278 -0.903 2.676
C 5.734 0.193 -0.790
C 5.087 1.554 -0.744
O 3.772 1.284 -1.221
C 3.493 -0.005 -0.907
O 2.400 -0.483 -0.929
O 4.609 -0.673 -0.556
F 5.687 2.435 -1.574
H 6.157 -0.022 -1.772
H 6.498 0.055 -0.036
H 5.023 1.991 0.254
C -3.739 -1.009 -3.285
C -2.430 -1.008 -4.043
O -2.167 0.383 -4.192
C -2.742 1.022 -3.152
O -2.519 2.137 -2.814
O -3.632 0.203 -2.513
F -2.559 -1.569 -5.260
H -4.595 -0.939 -3.955
H -3.857 -1.875 -2.638
H -1.598 -1.476 -3.515
C 6.897 -4.678 -0.030
C 8.100 -4.651 -0.943
O 8.288 -3.260 -1.155
C 7.808 -2.619 -0.056
O 8.031 -1.483 0.215
O 7.047 -3.449 0.691
F 7.851 -5.252 -2.129
H 5.964 -4.657 -0.594
H 6.890 -5.528 0.646
H 9.008 -5.074 -0.511
```

Repeat the second record exactly.
ORCA calculation (the ωB97M-V functional and the def2-TZVPD basis) on a 5-piece molecular cluster, C18H28F4N3O12 overall at a distorted geometry.

HOMO   -12.31 eV
F_max   0.02129 hartree/bohr
Orbital gap   9.03 eV
Total charge   +1

Structure (XYZ):
```
65
C18H28F4N3O12 (the ωB97M-V functional and the def2-TZVPD basis)
N -1.609 1.264 1.888
C -1.452 2.519 1.158
C -2.642 3.509 1.249
C -4.004 2.836 1.206
C -4.125 2.018 -0.057
N -5.435 1.282 -0.103
C -6.430 1.693 0.938
C -6.389 3.182 1.317
N -5.079 3.813 1.131
H -1.845 1.421 2.860
H -2.281 0.643 1.461
H -1.251 2.310 0.111
H -0.587 3.011 1.588
H -2.580 4.286 0.492
H -2.566 3.992 2.223
H -4.077 2.212 2.102
H -3.274 1.381 -0.244
H -4.144 2.743 -0.861
H -5.812 1.331 -1.049
H -5.230 0.291 0.038
H -7.410 1.496 0.521
H -6.344 1.068 1.814
H -6.648 3.213 2.378
H -7.185 3.721 0.817
H -4.941 4.559 1.801
C 1.323 -1.779 1.459
C -0.007 -1.825 2.164
O 0.173 -2.859 3.112
C 1.508 -2.889 3.418
O 1.971 -3.449 4.352
O 2.218 -2.178 2.505
F -1.020 -2.175 1.316
H 1.376 -2.494 0.639
H 1.567 -0.796 1.086
H -0.278 -0.903 2.676
C 5.734 0.193 -0.790
C 5.087 1.554 -0.744
O 3.772 1.284 -1.221
C 3.493 -0.005 -0.907
O 2.400 -0.483 -0.929
O 4.609 -0.673 -0.556
F 5.687 2.435 -1.574
H 6.157 -0.022 -1.772
H 6.498 0.055 -0.036
H 5.023 1.991 0.254
C -3.739 -1.009 -3.285
C -2.430 -1.008 -4.043
O -2.167 0.383 -4.192
C -2.742 1.022 -3.152
O -2.519 2.137 -2.814
O -3.632 0.203 -2.513
F -2.559 -1.569 -5.260
H -4.595 -0.939 -3.955
H -3.857 -1.875 -2.638
H -1.598 -1.476 -3.515
C 6.897 -4.678 -0.030
C 8.100 -4.651 -0.943
O 8.288 -3.260 -1.155
C 7.808 -2.619 -0.056
O 8.031 -1.483 0.215
O 7.047 -3.449 0.691
F 7.851 -5.252 -2.129
H 5.964 -4.657 -0.594
H 6.890 -5.528 0.646
H 9.008 -5.074 -0.511
```

Which of these has the lowest F_max?
C18H28F4N3O12